Entry 1:
C13H27N4O2PTb | ωB97M-V with the def2-TZVPD basis set

Atoms and positions in Å:
C -0.705 2.530 -1.881
C -0.349 1.303 -2.709
N -0.283 0.152 -2.015
C -0.001 -1.040 -2.657
C 0.249 -1.010 -4.058
C 0.172 0.178 -4.764
C -0.133 1.362 -4.077
C -0.057 -2.259 -1.937
P -0.057 -2.468 -0.170
H -0.193 2.330 -4.572
H 0.449 -1.956 -4.566
H 0.346 0.196 -5.842
C 1.357 2.708 -0.576
C -0.752 3.363 0.434
H 0.033 -3.158 -2.566
H -1.800 2.599 -1.762
H -0.364 3.457 -2.374
C 1.535 -3.315 0.158
C -1.274 -3.830 0.003
H 1.626 -3.540 1.231
H 1.569 -4.246 -0.429
H 2.347 -2.640 -0.137
H -1.535 -3.949 1.064
H -2.189 -3.626 -0.572
H -0.815 -4.759 -0.366
H -0.621 4.417 0.133
H -1.827 3.135 0.464
H -0.332 3.208 1.442
H 1.555 3.746 -0.896
H 1.797 2.552 0.419
H 1.847 2.011 -1.263
Tb -0.433 0.218 0.423
H 1.535 -0.042 0.354
O -2.557 -0.426 -0.384
H -2.606 -1.427 -0.349
H -2.505 -0.231 -1.346
N -0.101 2.444 -0.519
C -0.817 -0.045 5.319
N 0.503 0.198 4.748
C 0.744 0.337 3.442
N 2.030 0.490 3.034
O -0.228 0.365 2.595
H -1.552 -0.210 4.528
H -1.134 0.806 5.932
H -0.783 -0.927 5.966
H 1.309 0.261 5.354
H 2.232 0.412 2.029
H 2.769 0.328 3.714

Force components x, y, z for each atom (eV/Å):
C 0.221 0.258 0.291
C 0.117 -0.434 0.595
N 0.171 -0.174 -0.645
C -0.316 0.854 -0.445
C -0.264 -0.435 0.145
C -0.005 0.281 0.159
C 0.125 -0.085 -0.251
C 0.536 -0.225 -1.288
P 0.240 -0.892 0.223
H 0.022 -0.299 -0.055
H 0.019 0.365 0.116
H -0.039 -0.027 0.358
C 0.214 0.167 0.007
C -0.198 0.118 -0.080
H -0.011 0.313 0.331
H 0.308 -0.015 -0.108
H -0.193 -0.309 0.026
C 0.008 0.045 -0.116
C -0.031 -0.060 0.171
H -0.070 0.037 -0.333
H 0.102 0.276 0.249
H -0.162 -0.217 0.103
H 0.048 -0.080 -0.316
H 0.225 -0.135 0.169
H -0.305 0.222 0.081
H -0.048 -0.329 0.205
H 0.168 0.173 0.050
H -0.062 0.152 -0.346
H -0.110 -0.296 0.093
H -0.145 0.105 -0.287
H -0.156 0.154 0.124
Tb -0.002 1.257 0.974
H 0.287 -0.338 -0.037
O -0.329 -1.712 -0.734
H -0.349 1.458 -0.033
H -0.271 -0.157 0.518
N 0.084 -0.050 -0.474
C -0.241 0.024 0.430
N 0.124 0.008 -0.771
C 0.141 0.192 0.082
N -0.504 -0.170 0.289
O 0.823 -0.051 0.622
H 0.310 0.074 0.134
H 0.056 -0.109 -0.186
H 0.028 0.131 -0.191
H -0.245 -0.093 0.162
H -0.151 -0.086 0.460
H -0.172 0.115 -0.473

Computed properties:
Max |F| ... 0.0368 Eh/bohr
Relative energy (zero: lowest compared OMol25 entry of this formula, charge and spin) ... 20.5 kJ/mol
2S+1 ... 8
Highest occupied orbital energy (spin up / spin down) ... -0.5284 / -0.5345 Eh
Gap between HOMO and LUMO (spin up / spin down) ... 8.7 / 6.7 eV
Net charge ... +2
Lowest unoccupied orbital energy (spin up / spin down) ... -5.716 / -7.819 eV
Electronic energy ... -55685.5065 eV

***

Entry 2:
C6H10S | ωB97M-V with the def2-TZVPD basis set

Atoms and positions in Å:
C -2.738 1.357 -1.096
C -1.410 0.852 -1.035
C -0.423 0.491 -0.481
C 1.215 -0.126 0.219
C 1.275 0.559 1.557
C 0.918 -1.585 0.369
S 2.507 0.385 -0.987
H -3.273 0.722 -1.911
H -3.151 0.914 -0.218
H -2.888 2.439 -1.257
H 1.027 1.616 1.473
H 2.258 0.393 1.992
H 0.558 0.003 2.228
H 1.274 -2.025 -0.589
H 1.458 -2.036 1.125
H -0.148 -1.663 0.637
H 2.293 1.677 -0.835

Force components x, y, z for each atom (eV/Å):
C -1.976 -1.587 -2.706
C -0.068 1.023 0.218
C 5.917 -1.979 1.705
C -4.018 2.552 -1.505
C -0.543 -0.693 0.607
C -0.252 0.335 -2.551
S -0.351 -1.156 0.577
H 0.520 1.551 0.912
H -0.934 0.609 0.951
H 0.118 -0.679 0.255
H 0.128 -0.084 0.293
H 0.214 0.240 0.016
H 0.456 0.951 -0.561
H -1.102 -0.442 0.573
H 1.475 -0.776 1.744
H 0.517 -0.411 -0.628
H -0.101 0.545 0.100

Computed properties:
Max |F| ... 0.1258 Eh/bohr
Relative energy (zero: lowest compared OMol25 entry of this formula, charge and spin) ... 398.6 kJ/mol
SMILES ... CC#CC(C)(C)S
Highest occupied orbital energy ... -0.3296 Eh
Gap between HOMO and LUMO ... 9.7 eV
Net charge ... 0
Lowest unoccupied orbital energy ... 0.769 eV
Electronic energy ... -17215.4919 eV

***

Entry 3:
C9H8N3O2 | ωB97M-V with the def2-TZVPD basis set

Atoms and positions in Å:
C 2.776 1.493 -0.258
C 2.568 0.480 -1.186
C 2.166 1.243 0.970
C 1.714 -0.584 -1.009
C 1.440 0.143 1.193
C -1.571 -0.650 0.082
C -3.046 -1.054 0.127
C -2.705 1.105 -0.388
C 0.303 -1.800 0.411
N -1.407 0.473 -0.392
N 1.206 -0.720 0.216
N -3.629 0.174 -0.137
O -3.518 -2.149 0.338
O -2.923 2.236 -0.607
H 3.283 2.473 -0.508
H 2.979 0.700 -2.084
H 2.354 1.899 1.757
H 1.397 -1.407 -1.579
H 0.919 -0.105 2.114
H 0.247 -2.592 -0.262
H 0.089 -1.808 1.449
H -4.643 0.449 -0.247

Force components x, y, z for each atom (eV/Å):
C -0.830 -0.264 0.300
C -0.619 0.711 0.276
C 1.532 1.319 -0.541
C 0.948 1.089 1.589
C -1.276 -0.800 1.033
C 2.575 -2.625 -0.306
C -0.843 -1.976 0.949
C 0.614 0.626 -0.844
C -3.530 4.277 1.169
N 1.434 0.913 0.508
N -0.600 -1.508 -0.993
N -3.160 -1.232 0.203
O 0.596 1.881 -0.427
O 0.153 1.697 -0.268
H -0.418 -1.578 0.401
H 1.133 -0.105 -2.979
H -0.061 1.041 1.296
H 0.294 -0.322 -1.738
H 0.369 0.351 0.051
H 0.242 -1.202 -0.763
H -0.123 -1.347 0.700
H 1.569 -0.945 0.383

Computed properties:
Max |F| ... 0.1102 Eh/bohr
Relative energy (zero: lowest compared OMol25 entry of this formula, charge and spin) ... 155.0 kJ/mol
Highest occupied orbital energy ... -0.4846 Eh
Gap between HOMO and LUMO ... 8.0 eV
Net charge ... +1
Lowest unoccupied orbital energy ... -5.171 eV
Electronic energy ... -18018.0866 eV

***

Entry 4:
C22H42BF4IN5O7S2SiSn | ωB97M-V with the def2-TZVPD basis set

Atoms and positions in Å:
Sn -0.921 -2.163 -0.794
N -0.617 -2.352 1.979
N 0.041 -1.815 3.073
C 0.999 -0.914 3.012
N 1.739 -0.670 4.096
S 1.420 -0.015 1.566
H -1.628 -2.299 2.124
H -0.376 -3.412 1.898
H -0.124 -2.265 3.979
H 1.669 -1.236 4.928
H 2.429 0.060 4.065
C 4.138 -2.052 -1.034
O 3.480 -2.134 -2.299
C 2.165 -2.002 -2.260
O 1.543 -1.735 -1.243
N 1.595 -2.157 -3.471
N 0.200 -2.202 -3.585
H 5.199 -1.995 -1.250
H 3.915 -2.941 -0.443
H 3.805 -1.169 -0.488
H 2.195 -2.404 -4.254
H -0.106 -3.117 -3.922
H -0.130 -1.488 -4.237
F -3.307 -1.540 -1.706
B -4.116 -1.606 -0.522
F -4.786 -0.455 -0.353
F -3.121 -1.717 0.539
F -4.850 -2.727 -0.529
I -0.057 -11.422 -0.964
C -0.208 -9.374 -0.470
C -0.152 -8.986 0.858
C -0.192 -7.642 1.175
C -0.287 -6.681 0.171
C -0.382 -7.092 -1.155
C -0.337 -8.434 -1.481
C -0.287 -5.234 0.529
O -0.121 -4.906 1.715
O -0.435 -4.388 -0.416
H -0.075 -9.724 1.641
H -0.143 -7.327 2.206
H -0.488 -6.347 -1.928
H -0.401 -8.747 -2.511
C -3.311 3.594 2.375
C -2.715 3.536 0.973
C -3.311 2.388 0.173
C -2.890 4.860 0.237
O -1.294 3.331 1.156
Si -0.165 2.670 0.252
S -0.385 0.457 0.714
O 1.324 3.043 0.686
C 1.934 3.873 1.687
C 1.826 3.189 3.047
C 3.402 4.005 1.282
C 1.241 5.229 1.717
O -0.419 2.677 -1.323
C 0.212 3.174 -2.508
C -0.883 3.238 -3.572
C 1.309 2.189 -2.902
C 0.799 4.560 -2.256
H -4.377 3.787 2.313
H -2.839 4.383 2.954
H -3.155 2.646 2.883
H -4.385 2.504 0.075
H -3.120 1.438 0.666
H -2.873 2.352 -0.820
H -3.947 5.061 0.093
H -2.404 4.811 -0.734
H -2.447 5.675 0.803
H 2.408 2.270 3.039
H 0.786 2.957 3.259
H 2.211 3.849 3.817
H 3.837 3.021 1.129
H 3.952 4.516 2.065
H 3.498 4.570 0.360
H 0.205 5.107 2.017
H 1.261 5.684 0.731
H 1.745 5.884 2.420
H -1.353 2.264 -3.681
H -0.459 3.544 -4.525
H -1.646 3.956 -3.281
H 0.882 1.194 -3.017
H 2.065 2.153 -2.121
H 1.771 2.494 -3.836
H 0.029 5.236 -1.893
H 1.206 4.958 -3.181
H 1.589 4.503 -1.513

Force components x, y, z for each atom (eV/Å):
Sn -0.058 -0.586 0.250
N -0.407 -0.779 -0.786
N 0.180 0.082 0.842
C -0.290 0.092 0.006
N -0.114 -0.139 -0.350
S 0.302 -0.221 0.082
H 0.130 0.340 0.059
H 0.043 0.572 0.131
H 0.036 0.202 -0.351
H 0.112 -0.038 -0.032
H -0.044 0.124 0.093
C 0.136 0.032 0.459
O -0.168 -0.020 -0.429
C -0.099 0.101 -0.031
O -0.393 -0.116 0.558
N 0.186 -0.256 -0.691
N -0.050 -0.029 -0.148
H -0.024 -0.018 -0.035
H 0.040 0.053 -0.059
H 0.071 -0.029 -0.074
H -0.265 0.055 0.250
H 0.183 0.231 0.084
H 0.143 -0.191 0.259
F 0.461 -0.020 -0.443
B 0.646 -0.022 -0.098
F -0.614 0.911 0.111
F 0.854 -0.159 0.443
F -0.693 -0.860 -0.027
I -0.077 0.458 0.109
C 0.065 -0.462 -0.151
C -0.011 -0.113 0.027
C 0.037 0.220 -0.055
C -0.074 -0.192 -0.075
C 0.033 0.188 0.145
C -0.010 -0.117 -0.074
C 0.129 -0.130 0.293
O 0.015 -0.121 0.269
O -0.272 0.968 -0.782
H 0.024 -0.064 0.053
H 0.018 0.058 0.070
H 0.003 0.046 -0.076
H 0.004 -0.028 -0.068
C 0.219 -0.024 -0.301
C -0.458 0.217 0.004
C 0.264 0.057 0.150
C 0.116 -0.254 0.205
O 0.150 0.202 0.166
Si -0.041 -0.733 0.092
S -0.173 0.146 0.012
O 0.196 -0.127 -0.175
C 0.407 0.304 0.302
C -0.021 0.097 -0.346
C -0.391 -0.044 0.057
C 0.052 -0.284 -0.039
O -0.267 0.037 0.189
C 0.151 0.124 -0.566
C 0.245 -0.042 0.311
C -0.293 0.129 0.163
C -0.146 -0.290 0.076
H -0.165 0.030 0.030
H 0.029 0.115 0.066
H -0.013 -0.123 0.072
H -0.130 -0.020 -0.017
H -0.099 -0.157 0.105
H -0.026 0.000 -0.220
H -0.157 0.089 -0.062
H 0.013 -0.009 -0.190
H 0.020 0.113 0.098
H 0.067 -0.076 0.055
H -0.172 -0.039 0.129
H 0.028 0.049 0.144
H 0.053 -0.128 0.022
H 0.127 0.107 0.082
H 0.016 0.102 -0.139
H -0.132 0.065 0.106
H 0.056 0.110 -0.142
H 0.050 0.134 0.073
H -0.041 -0.104 -0.050
H 0.013 0.029 -0.117
H -0.086 0.076 0.009
H -0.024 -0.112 -0.058
H 0.166 -0.020 0.067
H 0.095 0.002 -0.101
H -0.131 0.122 -0.001
H 0.068 0.086 -0.076
H 0.172 0.025 0.056

Computed properties:
Max |F| ... 0.0248 Eh/bohr
Relative energy (zero: lowest compared OMol25 entry of this formula, charge and spin) ... 226.4 kJ/mol
Highest occupied orbital energy ... -0.3862 Eh
Gap between HOMO and LUMO ... 7.4 eV
Net charge ... +1
Lowest unoccupied orbital energy ... -3.096 eV
Electronic energy ... -100311.8127 eV

***

Entry 5:
C3H10N2O | ωB97M-V with the def2-TZVPD basis set

Atoms and positions in Å:
C -2.003 -0.538 -0.560
C -0.221 0.914 0.541
C -1.024 -0.284 0.577
O -0.451 1.821 -0.455
H 0.194 2.535 -0.392
H 0.202 1.308 1.459
H -1.455 -0.428 1.569
H -2.820 0.187 -0.564
H -1.503 -0.486 -1.528
H -2.420 -1.542 -0.480
N 2.784 -0.272 0.076
N 1.369 -0.378 0.090
H 3.155 -0.823 0.840
H 3.198 -0.632 -0.784
H 1.092 -0.317 -0.894
H -0.097 -1.064 0.503

Force components x, y, z for each atom (eV/Å):
C -0.030 0.206 0.064
C 2.059 -0.076 -0.644
C 0.477 -1.752 -0.050
O 0.106 -0.337 0.285
H -0.027 -0.034 0.022
H -0.138 0.065 -0.029
H -0.106 -0.023 -0.047
H -0.023 -0.061 -0.072
H 0.003 0.091 0.002
H -0.036 0.067 0.090
N 0.308 0.472 -0.189
N -0.355 0.597 0.079
H -0.148 0.060 -0.011
H -0.182 0.165 0.175
H -0.041 -0.142 0.060
H -1.868 0.703 0.266

Computed properties:
Max |F| ... 0.0420 Eh/bohr
Relative energy (zero: lowest compared OMol25 entry of this formula, charge and spin) ... 442.9 kJ/mol
Highest occupied orbital energy ... -0.2626 Eh
Gap between HOMO and LUMO ... 7.9 eV
Net charge ... 0
Lowest unoccupied orbital energy ... 0.787 eV
Electronic energy ... -8296.9139 eV